(1)
{
  "formula": "C6H5N3OS",
  "method": "the ωB97M-V functional and the def2-TZVPD basis",
  "elements": ["C", "C", "C", "S", "N", "H", "H", "O", "H", "C", "C", "C", "H", "N", "N", "H"],
  "xyz": [[-0.30180, 2.53897, 1.04023], [0.11597, 0.13590, 0.82846], [-1.01878, 1.91299, 0.09872], [0.77640, 1.46521, 1.86385], [-0.78432, 0.58600, -0.01122], [0.56378, 0.35991, -1.95911], [1.41731, -3.50949, 2.86331], [-0.36062, -2.60427, -2.42667], [-1.66808, 2.36696, -0.57508], [-0.04287, -0.16982, -2.68622], [-0.31895, -1.46356, -2.65731], [0.80876, -1.91164, 1.80832], [-0.26611, 3.50019, 1.32280], [0.45262, -1.12087, 0.91238], [1.41622, -2.50995, 2.64390], [-0.78953, 0.42348, -3.06634]],
  "forces_ev_per_a": [[0.8, -2.5, 0.1], [-1.7, 3.9, 0.0], [1.1, -0.5, 0.8], [-0.7, -1.0, -0.9], [0.4, -1.4, 0.2], [0.9, 0.2, 0.0], [-0.2, 0.8, 0.0], [1.0, -2.9, 1.4], [-1.1, 0.7, -0.9], [1.8, 1.8, 2.1], [-2.1, -0.8, -2.2], [-0.2, 3.0, -2.3], [-0.1, 3.4, 0.7], [1.5, -4.5, 1.9], [0.3, -1.8, 0.6], [-1.4, 1.7, -1.4]],
  "nbo_charge": [-0.42, 0.26, -0.05, 0.32, -0.46, 0.15, 0.43, -0.44, 0.21, -0.26, 0.35, 0.74, 0.22, -0.55, -0.68, 0.18],
  "homo_ev": [-5.37, -8.65],
  "relative_energy_kcal_mol": 75.8,
  "spin_multiplicity": 3,
  "homo_lumo_gap_ev": [5.8, 7.1]
}

---

(2)
{
  "formula": "C34H34Cl2N2Zn",
  "method": "the ωB97M-V functional and the def2-TZVPD basis",
  "elements": ["H", "C", "H", "C", "H", "H", "H", "C", "C", "H", "H", "H", "H", "C", "H", "C", "H", "N", "H", "H", "H", "C", "H", "Zn", "C", "H", "H", "C", "H", "H", "C", "C", "Cl", "H", "H", "H", "C", "C", "C", "C", "H", "H", "H", "C", "H", "H", "C", "C", "C", "H", "C", "H", "H", "C", "Cl", "C", "H", "H", "C", "C", "C", "C", "C", "C", "C", "C", "C", "H", "H", "C", "N", "C", "C"],
  "xyz": [[-5.19238, 3.34697, -2.78631], [-1.32563, 3.05813, 5.21326], [1.10749, 1.97282, 1.71378], [-1.44017, 1.91809, -2.89110], [-1.80717, -1.38613, -2.28703], [-3.10060, 4.73765, -5.05689], [1.56106, -6.22209, -0.74946], [-0.95836, -0.33383, 0.11417], [2.87011, 1.42717, 3.01433], [-0.19992, -5.28191, -3.94709], [1.79714, 1.66867, -1.06126], [0.42178, -2.37100, 1.30169], [-0.00759, -6.85841, -0.18062], [3.91793, 1.47456, -1.53245], [-0.65804, -0.93357, 2.15268], [4.24251, 1.25173, 2.65901], [-0.61419, -0.02222, 6.51552], [-0.11905, -5.57994, -1.86033], [2.48676, 1.43963, 4.03129], [-1.66791, -5.99982, -3.24246], [-1.23479, 2.28972, 7.23908], [-0.71844, -1.66533, -0.41816], [-1.43411, -3.63501, -3.14011], [3.72768, -3.68881, 2.08784], [-2.54768, 3.89106, -4.63806], [-2.94547, 1.44695, 0.66387], [-0.32367, -0.54147, 4.10793], [-1.16881, 2.76490, 3.85994], [-0.97772, 2.08663, -3.86488], [6.06966, 1.30791, -1.70674], [2.10484, 1.58460, 1.82119], [-0.76219, 0.76666, 5.77497], [3.66004, -4.25891, 0.03697], [-0.11954, 0.30558, -2.40334], [5.09007, 1.11796, 3.32332], [-4.83850, 4.56115, -4.04980], [0.57374, -6.58057, -1.07312], [2.81322, 1.54952, -0.67935], [0.09121, -3.94730, -0.08462], [-0.02864, -2.64054, 0.34603], [-0.17989, -6.97584, -3.38090], [6.45412, 1.12665, 0.76859], [-1.62178, 4.06283, 5.51902], [-1.10972, 2.06264, 6.17859], [-0.71485, 2.05572, 1.35534], [3.77536, 1.53703, -2.61242], [-2.54377, 1.55839, -0.34478], [-1.05110, -3.36556, -2.15509], [-0.56951, -5.97458, -3.17843], [-2.56633, 3.06266, -5.36360], [-0.73021, -0.07390, 1.48399], [-4.42517, 4.89045, -2.34654], [0.69871, -7.46809, -1.70038], [-0.76958, 1.47398, 3.43979], [3.79073, -3.04344, 4.10676], [-2.59138, 2.66050, -2.51379], [-1.34956, 3.53024, 3.10053], [-4.00273, 3.03524, -0.89545], [-3.13000, 2.46302, -1.21444], [-0.36175, -4.33301, -1.37468], [-1.23503, -2.08264, -1.67636], [5.22456, 1.33306, -1.01621], [-0.60431, 0.46743, 4.41715], [5.44505, 1.22681, 0.36256], [-1.47777, 0.72605, -0.75978], [-0.94338, 0.93250, -2.05523], [4.35230, 1.27208, 1.23502], [-1.49973, 4.18348, -4.48201], [0.58477, -4.67501, 0.55959], [-4.47733, 4.11056, -3.12043], [-3.17800, 3.52891, -3.38549], [3.00179, 1.46844, 0.70630], [-0.53919, 1.20220, 2.01907]],
  "forces_ev_per_a": [[0.0, 0.1, -0.1], [0.1, -0.4, -0.2], [0.7, -0.3, 0.2], [-0.8, 0.3, 0.0], [0.1, -0.1, 0.2], [0.3, -0.1, 0.0], [-0.1, -0.1, 0.0], [0.2, -0.4, 0.4], [0.5, 0.1, -1.4], [-0.1, -0.1, 0.0], [0.2, 0.0, -0.1], [-0.2, 0.0, -0.3], [0.1, -0.1, 0.0], [-0.5, 0.1, 0.2], [0.0, 0.2, -0.1], [-0.3, -0.2, -0.2], [0.0, 0.2, -0.1], [0.5, -2.3, -1.0], [0.0, 0.1, -0.1], [0.0, 0.0, -0.1], [0.0, 0.0, -0.2], [-0.4, 0.4, 0.1], [0.1, 0.1, 0.3], [-0.1, 0.5, -0.3], [-0.1, -0.2, 0.4], [0.2, -0.1, -0.3], [0.0, 0.4, 0.2], [0.1, 0.0, 0.5], [-0.2, -0.1, 0.2], [-0.1, 0.0, 0.1], [1.7, 0.5, -0.1], [0.0, 0.0, -0.7], [0.2, -0.1, 0.6], [-0.1, 0.3, 0.2], [-0.1, 0.0, 0.1], [-0.1, -0.1, 0.3], [-0.2, 0.4, -0.2], [0.3, 0.0, -0.3], [-0.2, -0.3, -0.8], [-0.2, 0.0, -0.3], [-0.1, 0.2, -0.1], [-0.1, 0.0, -0.2], [0.1, -0.2, 0.0], [-0.1, 0.1, 0.2], [0.3, -0.3, 0.2], [0.0, 0.0, 0.2], [0.2, -0.4, -0.5], [0.5, -0.6, 0.5], [0.1, 0.2, 0.5], [0.1, 0.1, 0.0], [0.3, 1.2, -0.4], [-0.1, 0.0, 0.0], [0.1, 0.1, 0.3], [0.2, -0.3, -1.2], [0.0, -0.4, -0.4], [0.8, -1.1, 1.0], [0.1, -0.2, 0.2], [0.3, -0.1, 0.0], [0.3, 0.2, -0.6], [-0.4, 1.7, 0.7], [0.2, -0.1, 0.4], [0.3, -0.1, 0.5], [0.0, 0.3, 0.9], [-0.1, 0.0, -0.8], [0.2, 0.0, -0.2], [-0.3, 0.2, 0.6], [-0.7, 0.1, 0.7], [-0.2, 0.0, -0.1], [0.0, 0.2, -0.2], [0.4, -0.2, 0.1], [-0.9, 1.4, -1.3], [0.2, 0.1, 1.0], [-3.2, -1.1, 1.0]],
  "mulliken_charge": [0.38, -0.52, 0.66, -0.55, 0.39, 0.33, 0.17, -1.03, -0.44, 0.32, 0.42, 0.35, 0.28, -0.67, 0.30, -1.58, 0.32, 0.16, 0.50, 0.32, 0.32, 0.88, 0.30, 0.47, -1.07, 0.48, 0.32, -0.52, 0.27, 0.30, -0.57, -0.64, -0.27, 0.68, 0.32, 0.33, -0.77, -0.21, -0.33, -1.10, 0.24, 0.31, 0.33, -0.46, 0.49, 0.35, -0.29, -0.57, -1.02, 0.28, -1.02, 0.28, 0.22, 0.97, -0.25, 1.07, 0.33, 0.32, -0.69, 0.90, -1.06, -0.33, -0.45, -0.58, -0.15, -0.69, 0.57, 0.36, 0.40, -1.09, 0.18, 0.10, -0.37],
  "homo_ev": 0.72,
  "charge": -2,
  "homo_lumo_gap_ev": 2.7
}

---

(3)
{
  "formula": "C58H45P3SSiTeTl",
  "method": "the ωB97M-V functional and the def2-TZVPD basis",
  "elements": ["H", "Te", "S", "C", "C", "C", "H", "Tl", "H", "C", "H", "C", "H", "H", "C", "H", "H", "H", "H", "C", "C", "C", "P", "H", "C", "H", "C", "C", "C", "C", "C", "C", "C", "H", "H", "Si", "H", "C", "C", "C", "C", "H", "H", "C", "C", "H", "H", "H", "C", "H", "H", "C", "H", "C", "C", "C", "C", "C", "H", "H", "C", "H", "C", "H", "C", "H", "H", "H", "P", "C", "C", "C", "C", "H", "H", "C", "C", "C", "H", "C", "H", "C", "H", "C", "C", "C", "C", "C", "C", "H", "C", "P", "H", "H", "H", "C", "C", "H", "C", "C", "C", "C", "H", "C", "H", "C", "H", "H", "C", "H"],
  "xyz": [[1.36400, -4.96331, 3.15523], [3.29212, 2.33598, 0.04037], [6.37372, 1.30557, 0.85288], [5.44056, 0.51980, -1.36592], [1.81218, 1.48846, -3.99055], [-3.12759, -4.95946, -2.49397], [-2.69939, 2.20661, 4.12663], [1.78155, -0.32440, -0.04301], [2.43551, -3.84552, -4.28301], [1.75896, -0.91468, 3.82411], [4.52509, 1.75071, 4.06018], [-1.52236, 0.09962, 7.12432], [3.30089, -2.34956, 4.21571], [0.78172, -3.49267, -0.82116], [-0.11564, 4.92450, 3.12891], [-1.18464, -0.49510, 7.96477], [5.08104, -0.63238, 4.41413], [3.60552, 3.80249, -6.53468], [-0.16075, 6.20130, 1.40456], [-0.34493, 4.12595, 0.87284], [-2.63629, -0.73395, 0.35791], [-2.36054, 1.61340, 4.96845], [-0.31936, 0.79440, 3.23450], [-1.49309, -0.86318, -4.00961], [-0.41471, 2.80254, 1.30189], [-2.98813, 2.32137, 1.75801], [-3.49688, -2.22256, -2.34207], [1.70203, -1.92506, -3.67623], [2.14952, 2.80015, -3.64481], [-0.15557, 3.60710, 3.57717], [-4.29911, -2.98243, -3.17738], [0.34427, -3.61187, -4.72256], [-0.29336, 2.55120, 2.68093], [4.77915, 0.37030, -2.21034], [-0.41487, 4.34204, -0.19007], [-0.56024, 1.29816, 0.13289], [-0.01248, 5.73810, 3.83747], [-4.42437, 0.74921, 1.87145], [-1.31941, 1.70031, -4.01279], [0.47105, -3.53690, 0.21820], [-0.75366, -2.76885, -4.64169], [-2.98135, -6.03207, -2.54378], [0.23946, -4.60377, -5.14532], [-3.01520, 2.96753, -2.89384], [-0.62150, -1.50046, -4.08925], [-0.49887, -3.53082, 3.94300], [-0.06920, 3.40018, 4.63749], [-1.73272, -2.12016, 2.36090], [2.78677, 3.62871, -4.55376], [-4.06241, 2.11296, 6.16804], [-5.06957, -2.50158, -3.76893], [3.74449, 1.00000, 4.03107], [-5.11632, 1.33705, 2.46510], [-3.13162, 1.55994, 6.11993], [-0.20404, 5.18119, 1.76915], [-2.28617, 0.57425, 0.71300], [-2.39993, 2.71594, -1.68144], [-4.74227, -0.56149, 1.52980], [-2.84515, 3.11760, -0.77721], [7.18788, -0.68627, -2.01771], [-2.49933, -2.81787, -1.56145], [2.21922, 2.42791, 3.57236], [0.60500, -1.06023, -3.60462], [0.18501, -0.38897, 5.93393], [1.57757, -3.18504, -4.24017], [-1.55297, -4.68068, -1.06995], [-2.95764, 2.64198, -5.02227], [2.65566, -1.60661, -3.26732], [0.89193, 0.52303, -2.72077], [-0.93849, -2.75763, 1.99439], [-4.11780, -4.35972, -3.25628], [2.79515, 1.85044, -6.16549], [-0.75000, 0.15429, 5.97032], [-3.92060, 3.56239, -2.92810], [0.99142, -1.67293, 3.69131], [-0.60689, -2.75591, 0.64275], [6.74369, -0.05142, -1.26136], [-3.84626, -1.29660, 0.77251], [-4.74407, -4.95748, -3.90766], [3.05998, -1.29864, 4.11085], [1.90984, 0.00301, -5.54016], [5.08769, 1.29076, -0.29076], [-0.87290, 1.33161, -4.92967], [-2.47880, 2.44879, -4.06955], [2.15091, 1.01965, -5.25480], [-1.23524, 1.93816, -1.58362], [4.05698, -0.33686, 4.21908], [2.43880, 1.38464, 3.75282], [1.42643, 0.43422, 3.67065], [-3.64070, -1.14740, -2.29014], [3.10780, 3.15656, -5.82149], [-1.39780, -1.67498, -0.61669], [3.04956, 1.47197, -7.14863], [1.99680, -4.94054, 0.75983], [3.04075, 4.64247, -4.26774], [-2.32137, -4.19353, -1.65696], [-0.70110, 1.43777, -2.78353], [1.92352, 3.16405, -2.65008], [0.81181, -4.35098, 2.45249], [-3.21768, 1.30061, 1.46950], [7.37754, 0.29659, -0.10757], [-2.71780, 0.79802, 7.20490], [-3.31994, 0.75108, 8.10391], [-1.15174, 0.91575, 4.87384], [-5.67776, -1.00299, 1.85237], [1.16519, -4.34082, 1.10915], [-4.09014, -2.31659, 0.49682], [8.36219, 0.01551, 0.23400], [-0.23346, -3.55156, 2.89219], [-1.72381, -3.10139, -4.99302]],
  "forces_ev_per_a": [[0.0, 0.0, 0.0], [0.0, 0.2, 0.2], [0.0, 0.0, 0.0], [0.1, -0.1, 0.0], [0.0, 0.1, 0.1], [0.0, 0.0, 0.0], [0.0, 0.0, 0.0], [0.2, 0.1, 0.3], [0.0, 0.0, 0.0], [-0.1, -0.1, 0.0], [0.0, 0.0, 0.0], [0.0, 0.0, 0.0], [0.0, 0.0, 0.0], [0.0, 0.0, 0.0], [0.0, -0.1, 0.0], [0.0, 0.0, 0.0], [0.0, 0.0, 0.0], [0.0, 0.0, 0.0], [0.0, 0.0, 0.0], [0.0, 0.2, -0.1], [0.1, -0.2, 0.1], [0.0, 0.0, 0.0], [0.1, 0.0, 0.1], [0.0, 0.0, 0.0], [0.0, -0.2, -0.1], [0.0, 0.0, 0.0], [0.0, 0.0, 0.0], [-0.1, 0.0, 0.0], [0.0, 0.0, 0.0], [0.0, 0.1, 0.0], [0.0, 0.0, 0.0], [0.0, 0.0, 0.0], [0.0, 0.0, 0.2], [0.0, 0.0, 0.0], [0.0, 0.0, 0.1], [-0.6, 0.0, -0.1], [0.0, 0.0, 0.0], [0.0, 0.0, 0.0], [0.1, 0.1, 0.1], [0.0, -0.1, 0.0], [0.0, 0.0, 0.0], [0.0, 0.0, 0.0], [0.0, 0.0, 0.0], [0.0, 0.0, 0.0], [0.0, 0.0, 0.0], [0.0, 0.0, 0.0], [0.0, 0.0, 0.0], [0.0, 0.0, 0.0], [0.0, 0.0, 0.0], [0.0, 0.0, 0.0], [0.0, 0.0, 0.0], [0.0, 0.1, -0.1], [0.0, 0.0, 0.0], [0.0, 0.0, 0.0], [0.0, -0.1, 0.0], [0.2, 0.1, -0.1], [0.1, 0.0, 0.1], [0.0, 0.1, 0.0], [0.0, 0.0, 0.0], [0.0, 0.0, 0.0], [0.0, 0.1, 0.1], [0.0, 0.0, 0.0], [0.0, 0.0, 0.0], [0.0, 0.0, 0.0], [-0.1, 0.0, 0.0], [0.0, 0.0, 0.0], [0.0, 0.0, 0.0], [0.0, 0.0, 0.0], [-0.1, 0.0, -0.4], [-0.1, 0.0, 0.0], [0.0, 0.0, 0.0], [0.0, 0.0, 0.0], [0.0, 0.1, 0.1], [0.0, 0.0, 0.0], [0.2, 0.2, 0.0], [-0.1, 0.0, -0.1], [0.0, 0.0, 0.0], [0.0, 0.0, 0.0], [0.0, 0.0, 0.0], [0.0, 0.0, 0.0], [0.0, 0.0, 0.0], [0.0, 0.0, -0.1], [0.0, 0.0, 0.0], [0.0, 0.0, 0.0], [0.0, 0.0, -0.1], [0.2, -0.2, -0.1], [0.0, 0.0, 0.0], [0.0, 0.0, 0.1], [0.0, 0.0, 0.0], [0.0, 0.0, 0.0], [0.0, 0.0, 0.0], [-0.2, -0.1, -0.1], [0.0, 0.0, 0.0], [0.0, 0.0, 0.0], [0.0, 0.0, 0.0], [0.0, 0.0, 0.0], [-0.1, 0.1, 0.1], [0.0, 0.0, 0.0], [0.0, 0.0, 0.0], [0.0, -0.1, -0.1], [0.0, 0.0, 0.1], [0.0, 0.0, 0.0], [0.0, 0.0, 0.0], [-0.1, -0.1, -0.1], [0.0, 0.0, 0.0], [0.0, 0.0, 0.0], [0.0, 0.0, 0.0], [0.0, 0.0, -0.1], [-0.1, -0.1, -0.1], [0.0, 0.0, 0.0]],
  "mulliken_charge": [0.39, -0.25, -0.18, 0.03, 0.68, -0.54, 0.32, 1.09, 0.42, -0.19, 0.43, -0.70, 0.43, 0.39, -0.87, 0.41, 0.38, 0.35, 0.40, -0.84, -0.89, -0.04, 2.16, 0.26, 0.82, 0.65, -0.36, -0.60, -0.43, 0.22, -0.67, -0.72, -0.84, 0.42, 0.38, -0.39, 0.38, -0.75, -0.20, 0.02, -0.43, 0.41, 0.35, -0.96, -0.36, 0.35, 0.53, 0.04, -0.74, 0.40, 0.40, -0.55, 0.41, -0.91, -0.75, 0.32, 0.09, -0.96, 0.32, 0.35, 0.24, 0.30, 0.67, 0.38, -0.76, 0.36, 0.39, 0.43, 0.59, -0.37, -0.68, -0.64, -0.66, 0.42, 0.09, -0.24, -0.73, -0.15, 0.33, -0.53, 0.33, -0.18, 0.51, -0.87, -0.36, 0.12, -0.79, -0.54, 0.40, 0.42, -0.49, 1.86, 0.39, 0.43, 0.42, -0.67, -0.16, 0.23, -0.43, -0.48, -0.46, -0.50, 0.37, -0.06, 0.40, -0.78, 0.56, 0.37, -0.73, 0.35],
  "homo_ev": -3.73,
  "charge": -1,
  "relative_energy_kcal_mol": 0.0,
  "homo_lumo_gap_ev": 6.1
}